No. 1
Entry from OMol25: one molecule with the formula C2H4N4 in a non-equilibrium geometry (ωB97M-V with the def2-TZVPD basis set).

Calculated values
E_LUMO ... 0.029 hartree
HOMO level ... -9.7 eV
Charge ... 0
HOMO-LUMO gap ... 10.5 eV
Calculated total energy ... -297.60955 Ha

Structure (XYZ):
```
10
Properties=species:S:1:pos:R:3:nbo_charge:R:1
N -1.707 0.006 -0.123 -0.87
C -0.313 -0.204 -0.007 0.48
N 0.552 -1.197 0.043 -0.50
C 1.731 -0.503 0.061 0.14
N 1.642 0.827 0.032 -0.28
N 0.278 0.972 -0.028 -0.38
H -2.213 0.104 0.743 0.39
H -2.166 -0.615 -0.750 0.39
H 2.688 -1.027 0.105 0.20
H -0.492 1.637 -0.076 0.44
```

No. 2
Entry from OMol25: a 6-piece molecular cluster, C7H26N4O6 overall in a non-equilibrium geometry (ωB97M-V with the def2-TZVPD basis set).

Calculated values
E_LUMO ... 0.013 hartree
HOMO level ... -9.1 eV
Charge ... 0
HOMO-LUMO gap ... 9.5 eV
Calculated total energy ... -952.67806 Ha

Structure (XYZ):
```
43
Properties=species:S:1:pos:R:3:nbo_charge:R:1
N -0.126 0.620 1.426 -0.88
C -0.395 -0.482 2.032 0.75
N -0.432 -1.489 1.192 -0.89
O -0.833 -0.575 3.328 -0.73
H -0.130 1.519 1.938 0.43
H 0.175 0.754 0.452 0.44
H -0.773 -2.413 1.633 0.42
H 0.273 -1.589 0.421 0.46
N -2.577 0.829 0.151 -0.85
C -2.872 -0.029 -0.793 0.75
N -2.135 -1.119 -0.692 -0.88
O -3.649 0.150 -1.942 -0.76
H -3.055 1.756 0.089 0.41
H -1.768 0.693 0.781 0.42
H -2.340 -1.701 -1.480 0.42
H -1.508 -1.304 0.089 0.41
C 0.296 -3.661 -1.325 -0.63
C 1.640 -3.006 -1.404 -0.06
O 1.626 -2.102 -0.362 -0.77
H 0.116 -4.201 -0.426 0.21
H 0.166 -4.415 -2.117 0.22
H -0.491 -2.937 -1.398 0.20
H 1.794 -2.410 -2.297 0.18
H 2.468 -3.699 -1.109 0.17
H 2.546 -1.781 -0.166 0.52
C 3.076 0.452 0.411 -0.27
O 3.896 -0.648 0.411 -0.73
H 2.377 0.431 -0.434 0.20
H 3.557 1.445 0.474 0.17
H 2.512 0.488 1.338 0.17
H 4.377 -0.703 1.261 0.49
C -0.261 1.619 -2.152 -0.25
O -0.015 0.480 -1.356 -0.76
H -0.740 1.411 -3.116 0.19
H 0.750 2.067 -2.331 0.18
H -0.894 2.356 -1.650 0.16
H -0.816 0.004 -1.274 0.49
C -0.940 4.112 1.462 -0.25
O -0.487 3.267 2.526 -0.72
H -0.117 4.643 1.149 0.19
H -1.679 4.858 1.770 0.18
H -1.375 3.502 0.666 0.16
H -1.233 2.808 2.838 0.47
```

No. 3
Entry from OMol25: C47H42BrGeMgN3O5S4 as an isolated structure (ωB97M-V with the def2-TZVPD basis set).

Calculated values
E_LUMO ... 0.133 hartree
HOMO level ... -2.1 eV
Charge ... -2
HOMO-LUMO gap ... 5.7 eV
Calculated total energy ... -8800.76261 Ha

Structure (XYZ):
```
104
Properties=species:S:1:pos:R:3:lowdin_charge:R:1
Mg -0.370 -2.954 0.680 0.34
C 4.016 -2.882 0.203 -0.03
C 2.550 -3.125 -0.053 -0.22
N 1.691 -3.230 0.902 0.02
N 2.234 -3.089 2.172 -0.06
C 1.403 -3.121 3.148 -1.13
S -0.280 -3.361 3.252 0.55
S 2.244 -2.730 4.707 0.80
C 2.504 -0.961 4.357 -0.43
C 3.733 -0.620 3.580 -0.29
C 3.625 0.016 2.349 -0.03
C 4.765 0.357 1.636 -0.09
C 6.021 0.065 2.140 -0.12
C 6.133 -0.575 3.367 -0.11
C 4.997 -0.915 4.076 -0.07
C 2.146 -3.270 -1.466 -0.08
C 3.132 -3.664 -2.376 -0.07
C 2.895 -3.849 -3.724 -0.14
C 1.609 -3.624 -4.201 -0.13
C 0.613 -3.225 -3.347 -0.03
C 0.828 -3.020 -1.958 -0.35
O -0.154 -2.616 -1.237 -0.21
H 4.167 -2.514 1.211 0.05
H 4.401 -2.170 -0.524 0.08
H 4.582 -3.808 0.097 0.08
H 2.520 -0.457 5.328 0.07
H 1.621 -0.609 3.819 0.07
H 2.644 0.227 1.941 0.09
H 4.661 0.834 0.673 0.10
H 6.910 0.323 1.578 0.09
H 7.110 -0.819 3.764 0.09
H 5.084 -1.438 5.019 0.10
H 4.129 -3.848 -2.007 0.09
H 3.690 -4.169 -4.383 0.08
H 1.384 -3.775 -5.250 0.09
H -0.394 -3.066 -3.706 0.09
S -3.148 -2.000 0.291 0.74
C -3.210 -0.899 -0.923 -1.10
N -4.281 -0.092 -1.134 -0.08
C -4.088 1.045 -2.008 -0.24
C -3.051 0.564 -3.009 -0.42
S -1.942 -0.551 -2.075 0.98
H -4.975 -0.082 -0.403 0.12
H -3.720 1.919 -1.447 0.10
H -5.031 1.313 -2.492 0.12
H -2.469 1.388 -3.417 0.05
H -3.518 0.011 -3.825 0.06
O 0.725 1.031 1.464 -0.08
C -0.163 0.152 1.564 -0.65
O -0.067 -1.016 1.161 -0.08
C -1.420 0.623 2.288 -0.16
C -2.060 1.784 1.551 -0.24
Ge -0.852 3.115 0.716 1.05
C -2.207 4.411 -0.033 -0.27
C -1.839 5.318 -1.026 -0.12
C -2.741 6.223 -1.562 -0.10
C -4.055 6.240 -1.119 -0.12
C -4.447 5.351 -0.134 -0.11
C -3.530 4.456 0.399 -0.12
C 0.111 4.208 2.053 -0.23
C -0.262 5.527 2.284 -0.11
C 0.388 6.309 3.225 -0.11
C 1.436 5.783 3.958 -0.12
C 1.824 4.470 3.744 -0.09
C 1.167 3.690 2.804 -0.09
C 0.221 2.797 -0.899 -0.26
C -0.393 2.410 -2.081 -0.14
C 0.347 2.118 -3.217 -0.09
C 1.723 2.248 -3.192 -0.10
C 2.350 2.666 -2.028 -0.09
C 1.607 2.919 -0.889 -0.09
H -1.094 0.968 3.274 0.12
H -2.125 -0.197 2.424 0.09
H -2.677 2.365 2.244 0.06
H -2.723 1.416 0.769 0.05
H -0.823 5.307 -1.399 0.10
H -2.420 6.911 -2.336 0.09
H -4.766 6.940 -1.540 0.09
H -5.472 5.353 0.222 0.09
H -3.866 3.774 1.168 0.08
H -1.077 5.961 1.717 0.08
H 0.074 7.334 3.382 0.09
H 1.948 6.392 4.694 0.09
H 2.642 4.045 4.311 0.10
H 1.464 2.664 2.644 0.08
H -1.470 2.314 -2.117 0.06
H -0.150 1.771 -4.114 0.10
H 2.309 2.006 -4.070 0.10
H 3.429 2.764 -2.000 0.10
H 2.113 3.193 0.025 0.10
Br -3.951 -3.150 -3.965 0.70
C -3.626 -4.709 -2.905 -0.65
C -4.433 -5.812 -3.123 -0.16
C -4.209 -6.951 -2.366 -0.10
C -3.195 -6.970 -1.423 -0.03
C -2.408 -5.845 -1.207 -0.10
C -2.624 -4.697 -1.959 -0.07
C -1.299 -5.884 -0.146 -0.62
O -0.799 -6.980 0.096 0.02
O -1.011 -4.770 0.351 -0.10
H -5.217 -5.777 -3.868 0.08
H -4.830 -7.824 -2.520 0.09
H -2.980 -7.853 -0.841 0.11
H -2.009 -3.827 -1.781 0.07
```

No. 4
Entry from OMol25: a 2-piece molecular cluster, FH3O3P overall in a non-equilibrium geometry (ωB97M-V with the def2-TZVPD basis set).

Calculated values
E_LUMO ... -0.220 hartree
HOMO level ... -18.8 eV
Charge ... +1
HOMO-LUMO gap ... 12.8 eV
Calculated total energy ... -668.48516 Ha

Structure (XYZ):
```
8
Properties=species:S:1:pos:R:3:nbo_charge:R:1
O 3.511 -0.701 0.037 -0.87
O 0.928 -1.066 -0.086 -0.89
O 1.894 1.271 -0.035 -0.93
F -1.874 -0.976 0.082 -0.59
P 2.172 -0.211 -0.018 2.53
H -2.612 -1.413 -0.291 0.59
H 0.106 -0.419 -0.158 0.59
H 2.670 1.836 -0.054 0.58
```

No. 5
Entry from OMol25: one molecule with the formula C2HFO in a non-equilibrium geometry (ωB97M-V with the def2-TZVPD basis set).

Calculated values
E_LUMO ... 0.012 hartree
HOMO level ... -9.4 eV
Charge ... 0
HOMO-LUMO gap ... 9.7 eV
Calculated total energy ... -251.82226 Ha

Structure (XYZ):
```
5
Properties=species:S:1:pos:R:3:nbo_charge:R:1
O -1.731 -0.790 -0.012 -0.41
C -0.627 -0.499 -0.005 0.66
C 0.556 0.014 0.035 -0.16
F 0.109 1.368 -0.032 -0.35
H 1.693 -0.093 0.015 0.25
```

No. 6
Entry from OMol25: a 2-piece molecular cluster, CH3N3OS overall in a non-equilibrium geometry (ωB97M-V with the def2-TZVPD basis set).

Calculated values
E_LUMO ... 0.025 hartree
HOMO level ... -8.9 eV
Charge ... 0
HOMO-LUMO gap ... 9.6 eV
Calculated total energy ... -677.60146 Ha

Structure (XYZ):
```
9
Properties=species:S:1:pos:R:3:nbo_charge:R:1
O -1.146 -0.683 -1.262 -0.60
C -0.938 -0.740 -0.086 0.50
N -0.367 0.221 0.630 -0.75
S -0.227 1.819 0.112 0.16
H -0.883 -1.725 0.378 0.13
H -0.065 0.103 1.527 0.40
H -0.627 1.398 -1.097 0.16
N 1.933 -0.516 -0.499 0.01
N 2.321 0.124 0.297 -0.01
```

no.,molecular weight (g/mol)
1,84.1
2,262.3
3,1034.0
4,101.0
5,60.0
6,105.1